Below is a gas-phase ion, C3H2NOS2 (charge -1), with properties calculated with ωB97M-V/def2-TZVPD.

Cartesian coordinates (Å):
C1 0.4128 0.9888 -0.0597
C2 -1.5494 -0.2413 -0.0437
C3 1.0274 -0.5154 -0.0693
N1 -0.8860 1.0012 -0.0415
O1 1.1971 1.9186 0.0032
S1 -3.1549 -0.3895 -0.0462
S2 -0.3336 -1.5778 -0.0327
H1 1.9835 -0.6906 -0.7277
H2 1.3031 -0.4939 1.0176

For the HOMO-LUMO gap (alpha / beta), the calculation gives 4.48 / 5.58 eV. The charge is -1. The HOMO energy (alpha / beta) is -0.042 / -0.158 Eh. As for the largest force on an atom: 5.48 eV Å⁻¹. Its expectation value of S² is 2.01. The spin multiplicity is 3. Its total energy is -1041.83243 a.u. The calculation puts the LUMO energy (alpha / beta) at 3.329 / 1.291 eV. The value obtained for the relative energy (zero: lowest compared OMol25 entry of this formula, charge and spin) is 10.6 kcal/mol.

=====

Below is C3H2NP in the gas phase, with properties calculated with ωB97M-V/def2-TZVPD.

Cartesian coordinates (Å):
N1 -2.7592 0.2203 1.5394
C1 -1.7189 0.3348 1.0701
C2 -0.5658 0.5102 0.3025
C3 0.6835 -0.3267 0.5870
P1 1.1680 0.8328 1.6211
H1 -0.7707 1.3702 -0.4349
H2 0.6975 -1.2942 0.2173

For the HOMO-LUMO gap (alpha / beta), the calculation gives 8.59 / 8.59 eV. The HOMO energy (alpha / beta) is -0.340 / -0.340 Eh. As for the largest force on an atom: 3.45 eV Å⁻¹. The spin multiplicity is 1. Its total energy is -511.50242 a.u. The calculation puts the LUMO energy (alpha / beta) at -0.658 / -0.658 eV. The value obtained for the relative energy (zero: lowest compared OMol25 entry of this formula, charge and spin) is 16.1 kcal/mol.

=====

Below is 2 unconnected molecules or ions with the total composition C3H2NP, with properties calculated with ωB97M-V/def2-TZVPD.

Cartesian coordinates (Å):
C1 1.1185 0.9317 1.4877
C2 -0.9049 -0.3718 0.5782
C3 0.5249 -0.0810 0.8138
N1 1.8065 1.7903 1.8597
P1 -0.1711 -1.6895 1.3107
H1 -1.8383 -0.1666 0.0378
H2 1.2714 -0.2237 -0.6921

For the HOMO-LUMO gap, the calculation gives 8.41 eV. The HOMO energy is -0.343 Eh. As for the largest force on an atom: 6.61 eV Å⁻¹. The spin multiplicity is 1. Its total energy is -511.43792 a.u. The calculation puts the LUMO energy at -0.918 eV. The value obtained for the relative energy (zero: lowest compared OMol25 entry of this formula, charge and spin) is 56.6 kcal/mol.

=====

Below is a molecular structure, C3H2Na2O2, with properties calculated with ωB97M-V/def2-TZVPD.

Cartesian coordinates (Å):
C1 -2.2938 1.5310 0.2278
C2 -2.3337 0.3337 0.0422
H1 -2.3673 2.6075 0.1821
H2 -2.4055 -0.6847 -0.3095
O1 0.2676 -1.5371 -0.1269
C3 1.4764 -1.5480 0.0398
O2 2.2973 -0.5954 0.0763
Na1 0.3838 0.8549 -0.3975
Na2 4.9751 -0.9620 0.2657

For the HOMO-LUMO gap (alpha / beta), the calculation gives 6.03 / 9.07 eV. The charge is +1. The HOMO energy (alpha / beta) is -0.387 / -0.501 Eh. As for the largest force on an atom: 1.07 eV Å⁻¹. Its expectation value of S² is 0.75. The spin multiplicity is 2. Its total energy is -590.33794 a.u. The calculation puts the LUMO energy (alpha / beta) at -4.510 / -4.558 eV. The value obtained for the relative energy (zero: lowest compared OMol25 entry of this formula, charge and spin) is 0.0 kcal/mol.